Record 1
C32H34IMgN6PS2 as an isolated structure. Source: OMol25; level of theory: wB97M-V/def2-TZVPD.

Computed properties:
Net charge ... 0
Energy relative to the best compared isomer or geometry (same formula, charge and spin) ... 9.7 kcal per mole
Calculated total energy ... -87183.149 eV
E_LUMO ... 0.15 eV
Max |F| ... 0.8 eV Å⁻¹
HOMO-LUMO gap ... 7.5 eV
2S+1 ... 1

Geometry as XYZ:
```
77
Properties=species:S:1:pos:R:3:forces:R:3:lowdin_charge:R:1
Mg -0.135499 0.594418 0.016341 -0.2 0.2 0.2 0.542
N -1.629629 -1.765835 2.693271 0.2 0.0 0.0 0.108
C -0.716475 -0.849143 3.097380 0.2 0.1 0.3 -0.685
N 0.037600 -0.141814 2.296267 -0.1 0.1 -0.2 0.067
C 0.910625 0.665274 3.021495 -0.1 -0.1 0.0 -0.330
C 0.808465 0.566934 4.363854 0.0 0.0 0.1 -0.346
S -0.409594 -0.578787 4.789348 0.0 0.0 -0.2 1.057
C 1.788183 1.559879 2.269067 0.1 0.1 -0.1 -0.351
C 2.562430 2.552259 2.758586 0.0 0.0 0.1 -0.345
S 3.288977 3.427085 1.461513 -0.1 -0.1 -0.1 1.064
C 2.486839 2.375197 0.325998 0.2 0.1 0.2 -0.664
N 1.764752 1.443645 0.895124 0.0 -0.1 -0.1 0.028
N 2.637810 2.511249 -1.000887 -0.1 -0.1 0.2 0.163
H -1.849925 -1.737296 1.708558 -0.1 0.0 0.0 0.036
H -2.348566 -2.047898 3.335048 0.0 0.0 0.0 0.104
H 1.367524 1.089353 5.122838 0.0 0.0 -0.1 0.077
H 2.724679 2.842851 3.783877 0.0 0.0 -0.1 0.074
H 3.009290 3.364071 -1.374762 0.0 0.0 0.0 0.111
H 2.016725 1.964286 -1.582489 0.0 0.0 -0.1 0.088
N 2.619610 -1.411403 -0.142932 0.0 -0.2 -0.1 0.118
C 3.325050 -0.718700 -1.126452 0.0 -0.1 -0.2 -0.281
C 4.673364 -0.427838 -0.911089 0.0 0.0 0.1 -0.048
C 5.437509 0.209188 -1.870694 0.0 0.0 0.0 -0.103
C 4.862394 0.568471 -3.079243 0.0 0.0 -0.1 -0.105
C 3.530846 0.255589 -3.307945 0.0 0.0 0.1 -0.060
C 2.730500 -0.385953 -2.357322 -0.1 0.0 0.0 -0.159
C 1.289638 -0.611206 -2.747524 -0.1 0.1 0.0 -0.230
C 1.102915 -1.219292 -3.996235 0.0 0.0 0.1 -0.077
C -0.147273 -1.280382 -4.591165 0.0 0.1 0.0 -0.104
C -1.214467 -0.659838 -3.959977 -0.1 -0.1 0.0 -0.106
C -1.027938 -0.081348 -2.710036 0.1 0.1 0.0 -0.179
C 0.196093 -0.068088 -2.016426 0.6 -0.4 -0.2 -0.138
H 1.623642 -1.267510 -0.198585 -0.1 -0.1 0.0 -0.007
H 2.978064 -1.275428 0.789614 -0.1 0.1 0.0 0.089
H 5.119568 -0.711595 0.037388 0.0 0.0 0.0 0.109
H 6.483325 0.414460 -1.675347 0.0 0.0 0.0 0.099
H 5.437418 1.095548 -3.830259 0.0 -0.1 0.0 0.095
H 3.070001 0.542141 -4.245915 0.0 0.0 0.0 0.114
H 1.960090 -1.644768 -4.508243 0.0 0.0 0.0 0.112
H -0.277312 -1.765389 -5.551263 0.0 0.0 0.0 0.096
H -2.188733 -0.626415 -4.438162 0.0 0.0 0.0 0.095
H -1.879186 0.431664 -2.268158 0.0 0.0 0.0 0.074
C -0.639460 5.516182 0.007876 0.0 0.0 0.0 -0.123
C -0.548478 4.812303 -1.185675 0.0 0.0 0.0 -0.117
C -0.593671 3.418790 -1.181272 -0.1 0.0 0.0 -0.164
C -0.723371 2.658156 -0.007139 -0.2 0.2 0.3 -0.201
C -0.834070 3.419689 1.173383 0.0 0.1 -0.1 -0.173
C -0.801939 4.811411 1.194505 0.0 0.0 0.0 -0.114
H -0.575957 6.598133 0.016427 -0.1 0.0 0.0 0.090
H -0.439365 5.351980 -2.121687 0.0 0.0 0.0 0.091
H -0.519615 2.902661 -2.138237 0.0 0.0 0.0 0.077
H -0.930584 2.913538 2.137311 0.0 0.0 0.0 0.076
H -0.892106 5.348842 2.133466 0.0 0.0 0.0 0.092
I -5.399971 2.225440 2.498498 0.1 -0.1 -0.1 0.882
C -4.489679 0.922552 1.141067 -0.2 0.1 0.2 -0.698
C -5.247562 0.198186 0.234934 0.1 0.0 -0.1 -0.123
C -4.589818 -0.678742 -0.613047 -0.1 0.0 0.0 -0.036
C -3.215372 -0.812780 -0.502462 0.0 0.0 0.1 -0.149
N -2.488137 -0.102332 0.361424 0.0 0.1 -0.2 0.020
C -3.116235 0.763864 1.160920 0.1 -0.1 0.0 -0.211
H -6.323091 0.309047 0.195079 0.0 0.0 0.0 0.101
H -5.138105 -1.249383 -1.350749 0.0 0.0 0.0 0.112
H -2.666764 -1.513546 -1.118678 0.0 0.1 0.0 0.084
H -2.495939 1.334788 1.841339 0.0 0.0 -0.1 0.082
C 0.615697 -3.918679 -1.533624 -0.1 0.2 0.0 -0.283
P -0.303244 -3.170113 -0.129412 0.0 -0.5 0.0 0.812
C 0.491790 -4.098588 1.253530 -0.1 0.1 -0.1 -0.297
C -1.846801 -4.180162 -0.290266 0.0 0.2 0.1 -0.305
H 0.631656 -5.007223 -1.441283 0.0 0.0 0.0 0.040
H 1.633186 -3.535705 -1.549297 0.1 0.0 0.0 0.026
H 0.130115 -3.636793 -2.470105 0.1 0.0 0.0 0.034
H 0.528970 -5.167984 1.034798 0.0 0.0 0.0 0.036
H -0.064743 -3.937103 2.176924 0.0 0.0 0.0 0.016
H 1.508698 -3.727373 1.387176 0.0 0.0 0.0 0.026
H -1.626092 -5.249358 -0.277034 0.0 0.0 0.0 0.038
H -2.332298 -3.932270 -1.236638 0.0 0.0 0.0 0.031
H -2.543075 -3.951662 0.520889 0.0 0.0 0.0 0.025
```
Forces are in eV/Å.

---

Record 2
C32H34KN10O3S2 as an isolated structure at a distorted geometry. Source: OMol25; level of theory: wB97M-V/def2-TZVPD.

Computed properties:
Net charge ... -2
Energy relative to the best compared isomer or geometry (same formula, charge and spin) ... 10.3 kcal per mole
Calculated total energy ... -92778.929 eV
E_LUMO (alpha / beta) ... 3.94 / 3.94 eV
Max |F| ... 1.0 eV Å⁻¹
HOMO-LUMO gap (alpha / beta) ... 4.1 / 6.2 eV
2S+1 ... 2

Geometry as XYZ:
```
82
Properties=species:S:1:pos:R:3:forces:R:3:lowdin_spin:R:1
K -1.193870 0.584643 0.557539 -0.1 -0.9 -0.5 0.000
N 2.336397 0.830937 -0.139692 0.0 0.1 -0.1 0.000
C 3.563157 0.157045 -0.537692 0.0 0.0 0.0 0.000
C 3.271444 -0.854013 -1.639576 0.1 0.0 0.0 0.000
C 2.516162 -2.085944 -1.143329 0.0 0.0 0.1 0.000
C 1.752514 -2.803796 -2.246918 -0.1 0.0 -0.1 0.000
N 0.671780 -1.956847 -2.785321 0.3 0.0 0.2 0.001
H 2.489930 1.519342 0.591445 0.1 0.0 0.1 0.000
H 1.685583 0.175642 0.264220 -0.1 -0.2 0.2 0.000
H 4.072524 -0.352521 0.299330 0.0 0.0 0.0 0.000
H 4.256772 0.913629 -0.915146 0.0 0.0 0.0 0.000
H 4.208037 -1.169632 -2.116896 0.0 0.0 0.0 0.000
H 2.683357 -0.350902 -2.406249 0.0 0.0 0.0 0.000
H 1.799075 -1.809815 -0.363727 0.0 0.0 -0.1 0.000
H 3.216748 -2.785110 -0.671845 0.0 0.0 0.0 0.000
H 1.370887 -3.756752 -1.861688 0.0 0.0 0.1 0.000
H 2.456491 -3.045233 -3.053172 0.0 0.0 -0.1 0.000
H 0.287279 -1.396511 -2.028614 0.0 -0.1 0.1 0.000
H -0.111318 -2.525543 -3.077125 0.0 -0.1 -0.1 0.000
O -1.176282 2.768546 -0.384478 -0.1 0.9 -0.2 0.000
N -1.422677 3.229996 0.825469 0.1 0.3 -0.2 0.000
C -0.390845 3.811796 1.489690 -0.1 0.0 0.0 0.000
C -0.522797 4.316094 2.752989 0.0 0.0 0.0 0.000
C -1.768341 4.194346 3.378412 0.0 0.0 0.0 0.000
C -2.803365 3.599806 2.704913 -0.1 0.0 -0.1 0.000
C -2.686335 3.105013 1.380766 0.1 0.1 0.0 0.000
S -3.977930 2.394920 0.526104 0.2 0.0 0.1 0.000
H 0.538117 3.797169 0.939967 0.0 0.0 0.0 0.000
H 0.346444 4.733758 3.242242 0.0 0.0 0.0 0.000
H -1.915310 4.553587 4.390595 0.0 0.0 0.0 0.000
H -3.776846 3.483369 3.159876 0.0 0.0 0.0 0.000
S -5.398288 -5.921289 -0.693363 -0.1 -0.1 0.0 0.239
N -4.115307 -5.644991 0.339948 -0.1 0.1 -0.1 0.252
C -3.543072 -4.519074 -0.125286 0.1 0.0 0.1 0.017
C -2.386317 -3.890212 0.446656 0.0 -0.1 0.1 0.037
C -1.766512 -4.404356 1.603349 -0.1 0.0 -0.1 0.005
C -0.662276 -3.778943 2.113734 0.1 0.0 0.0 0.008
C -0.165062 -2.649240 1.443729 0.1 0.0 0.0 0.015
N -0.715101 -2.145314 0.361980 -0.1 -0.1 0.0 0.003
C -1.834026 -2.724464 -0.130712 0.0 0.1 -0.2 0.043
C -2.490464 -2.118152 -1.283913 0.2 -0.1 0.2 0.041
N -1.995071 -0.958532 -1.782490 -0.2 0.0 0.1 0.004
C -2.622339 -0.384337 -2.786957 0.0 0.0 0.0 0.013
C -3.765700 -0.931378 -3.397412 0.0 0.1 0.0 0.009
C -4.267457 -2.109044 -2.917111 0.0 -0.1 0.1 0.005
C -3.638891 -2.737285 -1.823050 -0.1 0.0 -0.1 0.036
C -4.157857 -3.953044 -1.258595 0.0 0.1 -0.1 0.015
N -5.231491 -4.617245 -1.723120 0.1 0.0 0.1 0.250
H -2.197076 -5.286124 2.061276 0.0 0.0 0.0 0.001
H -0.168977 -4.133967 3.010551 0.0 0.0 0.0 0.001
H 0.717938 -2.137187 1.818877 0.0 0.0 0.0 0.001
H -2.224095 0.567576 -3.132277 0.0 -0.1 0.0 0.000
H -4.234191 -0.407471 -4.221783 0.0 0.0 0.0 0.001
H -5.149688 -2.577428 -3.336915 0.0 0.0 0.0 0.001
N 0.284496 1.658573 -2.777252 -0.1 0.1 0.1 0.000
C 1.501443 2.098617 -3.236280 -0.1 0.0 0.1 0.000
C 2.049295 3.300343 -2.761758 0.0 0.0 0.0 0.000
C 3.253807 3.767320 -3.255641 0.0 0.0 0.0 0.000
C 3.955880 3.063895 -4.231897 0.0 0.0 0.0 0.000
C 3.417733 1.871147 -4.700737 0.0 0.0 0.0 0.000
C 2.211374 1.390083 -4.216777 0.0 0.0 0.0 0.000
H 0.083824 0.675652 -2.895194 0.1 0.0 0.0 0.000
H -0.056368 2.062869 -1.904721 0.1 -0.1 -0.2 0.000
H 1.519559 3.840036 -1.983762 0.0 0.0 0.0 0.000
H 3.658592 4.692450 -2.858198 0.0 0.0 0.0 0.000
H 4.902995 3.432110 -4.608677 0.0 0.0 0.0 0.000
H 3.949646 1.293879 -5.451052 0.0 0.0 0.0 0.000
H 1.812519 0.443746 -4.569692 0.0 0.0 0.0 0.000
C -0.862596 -0.306094 5.546401 0.1 0.0 0.0 0.000
N 0.125794 0.423589 4.772987 0.0 0.0 0.1 0.000
C 1.193613 1.037887 5.365501 -0.1 0.0 -0.2 0.000
C 2.082399 1.739046 4.647455 0.0 -0.1 0.0 0.000
C 1.897985 1.844113 3.193014 0.0 0.2 -0.2 0.000
O 2.683643 2.529303 2.512014 -0.2 -0.2 0.2 0.000
N 0.835929 1.197992 2.632840 0.0 -0.2 0.2 0.000
C -0.048168 0.508239 3.377400 0.0 0.1 -0.1 0.000
O -1.041724 -0.063084 2.897039 0.2 -0.1 0.9 0.000
H -0.784667 -0.003896 6.591075 0.0 0.0 0.0 0.000
H -0.717235 -1.386724 5.474125 0.0 0.0 0.0 0.000
H -1.857770 -0.081726 5.170421 0.0 0.0 0.0 0.000
H 1.260933 0.921234 6.439382 0.0 0.0 0.1 0.000
H 2.921608 2.233884 5.112781 0.0 0.0 0.0 0.000
```
Forces are in eV/Å.

---

Record 3
C32H34N5O2SSeTi as an isolated structure at a distorted geometry. Source: OMol25; level of theory: wB97M-V/def2-TZVPD.

Computed properties:
Net charge ... -1
Calculated total energy ... -144584.884 eV
E_LUMO (alpha / beta) ... 2.24 / 2.24 eV
Max |F| ... 1.3 eV Å⁻¹
HOMO-LUMO gap (alpha / beta) ... 4.8 / 6.8 eV
2S+1 ... 3

Geometry as XYZ:
```
76
Properties=species:S:1:pos:R:3:forces:R:3:lowdin_spin:R:1
Ti 0.005737 1.113707 0.500948 0.7 -0.8 0.3 1.050
O -3.434434 2.375519 2.163708 -0.3 0.4 0.7 0.123
C -2.598553 1.922394 1.405797 0.3 0.0 -0.1 0.076
O -1.323101 1.682361 1.726771 -0.1 0.2 0.7 0.000
C -2.877126 1.536415 0.051245 0.2 -0.1 -0.3 0.196
C -4.186816 1.485863 -0.469233 1.2 -0.5 -0.2 0.002
C -4.313765 0.868354 -1.687276 -0.5 0.5 0.0 0.160
C -3.151887 0.437221 -2.372558 -0.2 -0.5 -0.8 0.060
C -1.908563 0.539095 -1.850287 -0.3 0.2 0.4 0.065
N -1.718775 1.099275 -0.620392 -0.7 0.0 -0.4 0.198
H -5.001944 1.879623 0.127643 0.1 -0.1 -0.1 -0.004
H -5.268384 0.725745 -2.167846 -0.2 0.1 0.0 0.011
H -3.284503 -0.011328 -3.345963 0.1 -0.1 -0.1 0.002
H -1.050492 0.143812 -2.381579 0.1 0.1 0.1 0.004
N 1.075382 3.753448 2.493754 0.1 -0.7 0.2 0.001
C 0.799771 4.175045 1.275536 -0.1 -0.3 -0.8 0.002
N 0.458325 3.399590 0.264628 -0.3 -0.2 -0.2 0.006
C 0.059932 4.180001 -0.838397 0.2 -0.2 0.2 0.003
C -0.510280 3.745872 -2.041125 0.2 -0.2 0.4 0.004
C -0.866595 4.684124 -2.999550 0.0 -0.5 0.1 0.000
C -0.625437 6.038115 -2.813092 0.2 0.0 0.1 0.000
C -0.041440 6.471467 -1.634198 -0.1 0.4 -0.1 0.000
C 0.250057 5.546923 -0.645134 0.0 0.4 -0.7 0.000
S 0.910320 5.877677 0.912560 -0.1 0.1 0.3 0.001
H 1.095485 2.750282 2.685583 0.0 0.2 -0.1 0.000
H 1.086898 4.391159 3.249894 0.1 0.4 0.5 0.000
H -0.694351 2.682066 -2.184257 0.0 0.4 0.0 0.003
H -1.342275 4.322435 -3.901504 0.0 0.1 -0.1 0.000
H -0.871026 6.745504 -3.593589 0.0 0.0 0.0 0.000
H 0.165978 7.529442 -1.496448 0.0 -0.1 0.1 0.000
C 4.739144 -2.923152 -1.158385 0.2 -0.2 -0.4 0.000
C 3.721053 -1.833794 -1.187629 -0.8 -0.3 0.4 0.000
C 4.045512 -0.619588 -1.771637 1.1 0.3 -0.5 0.000
C 3.110803 0.365925 -1.883928 -0.9 0.9 0.2 0.001
C 3.419292 1.738099 -2.431660 0.0 -0.3 -0.3 0.000
C 1.823443 0.156039 -1.388327 -0.4 -0.1 0.1 0.008
C 1.483485 -0.985967 -0.611713 0.8 -0.2 -0.2 0.001
C 2.479854 -2.012881 -0.592056 -0.2 -0.2 0.1 0.000
N 0.308451 -0.940573 0.066283 -0.5 0.6 0.1 -0.006
C -0.319080 -2.080960 0.746918 -0.1 0.4 0.4 0.001
C 0.440915 -2.501033 2.016799 0.7 0.4 0.0 0.000
C -0.300176 -3.585145 2.777264 -0.2 -0.6 0.2 0.000
C -0.531009 -4.816558 1.863330 0.1 0.4 0.4 0.000
C -1.333064 -4.383812 0.630192 0.0 -0.3 -0.1 0.000
C -2.708185 -3.861354 1.091581 0.2 0.1 -0.2 0.000
C -2.481639 -2.650036 1.994571 0.2 0.0 0.3 0.000
C -1.667286 -3.065699 3.234249 0.0 0.0 -0.5 0.000
C -1.702569 -1.587250 1.217441 -0.2 0.1 -0.2 0.004
C -0.550977 -3.306258 -0.139218 0.3 -0.1 0.0 0.000
H 5.429885 -2.790699 -1.996450 0.0 -0.2 0.1 0.000
H 4.286131 -3.916556 -1.227182 0.0 0.1 0.0 0.000
H 5.322742 -2.874176 -0.248604 0.2 0.0 0.3 0.000
H 5.053869 -0.412952 -2.161134 -0.4 -0.3 0.2 0.000
H 4.472812 1.840853 -2.689246 0.0 0.0 0.0 0.000
H 3.156077 2.464421 -1.672438 0.1 0.3 0.2 0.000
H 2.818963 1.976462 -3.313937 0.0 -0.1 0.0 0.000
H 1.027516 0.856116 -1.699847 0.3 -0.1 0.3 0.006
H 2.268327 -2.963898 -0.089441 0.2 0.5 -0.2 0.000
H 0.567864 -1.604721 2.657739 0.0 -0.4 -0.3 0.000
H 1.453031 -2.858859 1.756797 -0.3 0.2 0.2 0.000
H 0.311464 -3.877866 3.648273 -0.2 0.0 -0.2 0.000
H -1.073828 -5.591658 2.419283 0.0 0.1 0.0 0.000
H 0.437743 -5.243354 1.584804 0.0 0.0 -0.2 0.000
H -1.477318 -5.252919 -0.027809 0.0 0.1 0.1 0.000
H -3.224702 -4.668349 1.626279 -0.1 0.1 0.0 0.000
H -3.335445 -3.556920 0.235619 0.2 -0.2 0.2 0.000
H -3.445892 -2.235010 2.318280 0.1 0.0 -0.1 0.000
H -2.216812 -3.835823 3.765402 -0.1 -0.3 0.2 0.000
H -1.545782 -2.226851 3.909409 0.0 0.3 0.1 0.000
H -1.564304 -0.703844 1.853372 -0.1 -0.1 -0.1 0.002
H -2.283925 -1.296502 0.330505 0.1 0.1 0.2 0.000
H -1.133910 -2.991293 -0.997429 -0.1 0.1 -0.4 0.001
H 0.413651 -3.706732 -0.503299 -0.5 0.1 0.1 0.000
Se 4.701418 0.373979 2.057687 -0.6 0.2 0.2 0.004
C 2.951520 0.814994 2.106629 0.4 -0.2 -0.3 0.006
N 1.812810 1.084929 2.067027 -0.4 -0.1 -0.5 0.005
```
Forces are in eV/Å.